A molecular structure, C17H13F5IrN3Se3 in a non-equilibrium geometry, computed with wB97M-V/def2-TZVPD.

Atoms and positions in Å:
Ir (-0.0478, 0.2522, 0.0862)
Se (1.4347, 1.6362, 2.9764)
Se (3.0037, 0.0631, 2.3714)
C (3.1121, 0.2308, 0.4688)
C (4.4186, 0.2086, -0.0094)
C (4.6555, 0.1978, -1.3693)
C (3.5646, 0.2413, -2.2187)
C (2.3002, 0.2900, -1.6731)
N (2.0469, 0.2737, -0.3441)
C (0.0577, 0.3476, 3.3063)
C (-0.4214, 0.2021, 4.6002)
C (-1.4076, -0.7383, 4.8522)
C (-1.8711, -1.5093, 3.8003)
C (-1.3386, -1.2949, 2.5423)
N (-0.3959, -0.3826, 2.2806)
H (5.2359, 0.2115, 0.6980)
H (5.6665, 0.1712, -1.7527)
H (3.6762, 0.2442, -3.2931)
H (1.4298, 0.3308, -2.3080)
H (-0.0089, 0.8098, 5.3926)
H (-1.7943, -0.8735, 5.8534)
H (-2.6253, -2.2705, 3.9407)
H (-1.6744, -1.8815, 1.6976)
N (-2.1509, 0.3831, 0.1323)
H (-2.4643, 0.8136, -0.7332)
H (-2.4696, 0.9766, 0.8941)
H (-2.6393, -0.5030, 0.2113)
C (-0.1114, 1.8124, -0.8780)
H (-1.0241, 2.3792, -1.0945)
H (0.7681, 2.3403, -1.2540)
F (0.1690, -6.2978, 2.6045)
C (0.9119, -5.2295, 2.2362)
C (0.9147, -3.9667, 2.9806)
F (1.9581, -3.1829, 3.1432)
C (0.0783, -4.0283, 1.7549)
F (-1.2643, -4.1701, 1.8934)
C (0.5209, -3.7235, 0.3556)
Se (0.2990, -2.2878, -0.6451)
C (1.3616, -4.8398, -0.0280)
F (1.6986, -5.1043, -1.2607)
C (1.8498, -5.4259, 1.1008)
F (3.1058, -5.7507, 1.3230)

Summary:
multiplicity: 2
energy: -234762.977 eV
gap between HOMO and LUMO (spin up / spin down): 0.2342 / 0.2316 Ha
total charge: +1
ΔE to the lowest compared entry with this formula, charge and spin: 60.1 kcal/mol
expectation value of S²: 0.755